# 1
Formula: C6H7ClO2
Source: the OMol25 dataset
Level of theory: ωB97M-V with the def2-TZVPD basis set

Structure (XYZ):
```
16
Properties=species:S:1:pos:R:3:forces:R:3
C -2.71367 0.66727 1.66195 0.80 0.57 2.71
O -2.22861 0.30737 0.31727 0.32 0.67 1.68
C -0.90231 0.29397 0.31066 4.71 2.09 0.88
O -0.10152 0.70562 1.26883 -4.17 -2.43 -4.38
C -0.27735 -0.07523 -1.13203 4.10 0.30 2.84
Cl -1.29654 -0.32672 -2.47689 -0.13 0.10 -0.17
C 1.13762 -0.15757 -1.15131 -2.17 -1.69 1.90
C 2.46411 -0.70929 -1.58559 -0.32 2.08 -4.29
C 2.26644 -0.55168 -0.09537 -2.78 0.93 1.97
H -3.80706 1.01546 1.71750 1.88 -0.40 -0.88
H -2.64528 -0.28577 2.26779 -0.14 1.06 -0.61
H -1.92445 1.44033 2.25171 -2.40 -1.98 -2.09
H 2.45038 -1.60169 -2.40845 0.37 1.80 2.72
H 3.03827 0.28333 -2.09505 -1.08 -2.98 1.51
H 2.70745 0.39344 0.45143 -0.54 -2.28 -1.26
H 1.83251 -1.39884 0.69755 1.58 2.16 -2.53
```
Forces are in eV/Å.

Summary:
* SMILES string: COC(=O)C(Cl)=C1CC1
* energy above the lowest of the compared OMol25 structures with the same formula, charge and spin: 346.8 kJ/mol
* net charge: 0
* spin multiplicity: 1
* gap between HOMO and LUMO: 0.343 Eh
* lowest unoccupied orbital energy: 0.010 Ha

Atomic partial charges in e from the Löwdin method, atoms 1 to 6: -0.05, -0.07, -0.41, -0.03, -0.57, 0.68

# 2
Formula: C6H7ClOS
Source: the OMol25 dataset
Level of theory: ωB97M-V with the def2-TZVPD basis set

Structure (XYZ):
```
16
Properties=species:S:1:pos:R:3:forces:R:3
C -2.12983 0.04007 -1.18323 -2.21 -0.28 -1.85
C -0.95007 -0.54952 -0.72421 0.18 0.45 0.25
C -2.46189 1.19625 -0.49492 2.46 -1.77 0.30
C -0.29723 0.25444 0.20683 -2.04 0.34 0.52
C 1.69421 -1.11530 0.64492 -0.63 -2.18 -1.52
C 0.96964 0.10365 0.75621 2.04 1.77 0.33
O 1.47105 0.89551 1.73435 -0.43 0.59 -1.11
S -1.25657 1.62092 0.63661 -0.31 0.06 -0.37
Cl 1.95730 1.20415 -1.30346 0.08 -0.29 0.76
H -2.84100 -0.31831 -2.07862 1.88 0.48 2.41
H -0.59612 -1.52179 -1.00343 0.19 -0.06 -0.44
H -3.40203 1.60470 -0.48118 -1.83 1.43 -0.21
H 1.21168 -1.63856 -0.16555 0.65 -0.45 -0.59
H 1.46433 -1.74318 1.47788 0.05 -0.24 1.11
H 2.74381 -1.02446 0.48705 0.64 0.16 -0.07
H 2.42273 0.99142 1.49075 -0.71 -0.01 0.50
```
Forces are in eV/Å.

Summary:
* energy above the lowest of the compared OMol25 structures with the same formula, charge and spin: 77.6 kJ/mol
* net charge: 0
* spin multiplicity: 1
* gap between HOMO and LUMO (spin up / spin down): 0.263 / 0.263 Eh
* lowest unoccupied orbital energy (spin up / spin down): -0.048 / -0.048 Ha

Atomic partial charges in e from the Löwdin method, atoms 1 to 6: -0.16, -0.10, -0.37, -0.58, -0.06, -0.54

# 3
Formula: C6H7ClS
Source: the OMol25 dataset
Level of theory: ωB97M-V with the def2-TZVPD basis set

Structure (XYZ):
```
15
Properties=species:S:1:pos:R:3:forces:R:3
S 2.95440 -0.19404 -0.06804 0.06 0.79 1.16
C 1.29117 -0.77693 0.33028 -0.08 -0.03 0.74
C 0.23762 0.27949 0.22862 -1.36 -1.07 0.08
C 0.26572 1.55378 -0.17534 1.92 -0.25 -0.48
C -1.04893 2.09936 -0.28413 -2.11 0.00 1.12
C -1.91680 1.20017 0.22835 -0.97 1.05 -1.26
C -1.26916 -0.03590 0.62394 1.94 -1.04 -0.50
Cl -1.97349 -1.48631 -0.31719 0.58 0.93 0.61
H 3.07627 -0.87732 -1.14802 0.23 -0.78 -1.44
H 1.08589 -1.72842 -0.20359 -0.17 0.81 0.10
H 1.33140 -1.04869 1.38563 0.06 -0.26 0.09
H 1.15585 2.11166 -0.46634 -0.13 -0.38 0.04
H -1.33299 3.08815 -0.64289 0.26 -0.33 0.01
H -2.98367 1.19573 0.15606 -0.47 0.51 0.22
H -1.41164 -0.28905 1.68981 0.25 0.05 -0.49
```
Forces are in eV/Å.

Summary:
* SMILES string: SCC1=CC=C[C@H]1Cl
* energy above the lowest of the compared OMol25 structures with the same formula, charge and spin: 65.0 kJ/mol
* net charge: 0
* spin multiplicity: 1
* gap between HOMO and LUMO: 0.325 Eh
* lowest unoccupied orbital energy: 0.006 Ha

Atomic partial charges in e from the Löwdin method, atoms 1 to 6: 0.75, -0.53, -0.30, -0.08, -0.06, -0.16

# 4
Formula: C6H7F4N2
Source: the OMol25 dataset
Level of theory: ωB97M-V with the def2-TZVPD basis set

Structure (XYZ):
```
19
Properties=species:S:1:pos:R:3:forces:R:3
C -1.11556 -0.62398 -0.76040 -1.88 -1.03 -0.87
C -0.35430 -0.02641 0.37182 3.85 0.65 1.55
F -0.64170 -0.63224 1.53323 -0.59 -0.95 0.84
C 1.34484 -0.09272 0.15957 -2.35 -3.34 -1.01
C 1.93386 0.68286 1.17943 0.44 2.82 -0.23
N 1.48080 1.90119 1.25631 0.66 -0.08 0.82
C 0.28926 2.30185 0.83058 0.96 -0.55 0.51
C 0.04846 3.78038 0.57367 0.57 1.47 2.43
F -1.23981 3.95637 0.54413 -1.59 0.22 -0.19
F 0.55149 4.55525 1.58558 -0.35 -1.19 -0.71
F 0.58362 4.21103 -0.52339 0.63 -0.24 -1.30
N -0.65548 1.41392 0.69810 -2.21 -2.72 -1.61
H -1.44883 -1.68935 -0.40287 0.15 2.23 -0.60
H -0.53817 -0.84221 -1.66685 0.21 0.38 0.34
H -1.97155 0.06850 -1.11310 1.05 -1.44 0.78
H 1.20314 0.32137 -0.84180 1.42 0.16 -0.05
H 1.83765 -1.12820 0.20032 -1.47 1.20 -0.67
H 2.80107 0.33887 1.77780 -0.83 0.40 -0.06
H -1.70332 1.34048 0.79496 1.34 1.99 0.04
```
Forces are in eV/Å.

Summary:
* SMILES string: C[C@@]1(F)CC=NC(C(F)(F)F)=[NH+]1
* energy above the lowest of the compared OMol25 structures with the same formula, charge and spin: 23.9 kJ/mol
* net charge: +1
* spin multiplicity: 1
* gap between HOMO and LUMO: 0.355 Eh
* lowest unoccupied orbital energy: -0.227 Ha

Atomic partial charges in e from the Löwdin method, atoms 1 to 6: 0.02, -0.45, 0.08, -0.01, -0.02, 0.22

# 5
Formula: C6H7F4P
Source: the OMol25 dataset
Level of theory: ωB97M-V with the def2-TZVPD basis set

Structure (XYZ):
```
18
Properties=species:S:1:pos:R:3:forces:R:3
C 0.54494 -1.95647 -0.83457 -2.35 0.25 0.65
C 0.46503 -0.77029 0.08722 1.45 -0.77 0.63
C 0.89884 -0.61564 1.35593 -0.18 -1.85 0.69
C 0.49094 0.66290 1.95519 -0.12 -1.76 0.91
F 1.56828 1.33341 2.41595 0.99 1.24 0.17
C -0.26190 1.28199 0.83905 -2.19 1.61 0.56
F -1.65590 1.14440 1.26826 1.05 0.17 -0.76
F -0.07838 2.62887 0.82570 -0.03 -0.17 -0.67
C -0.01861 0.49585 -0.39867 -1.86 1.85 0.58
P -0.99501 0.76916 -1.74902 -0.54 -0.43 -0.98
F 0.03346 0.17492 -2.77309 -0.31 0.07 -1.69
H 1.44485 -2.04144 -1.37166 1.36 -0.24 -0.33
H -0.20100 -1.70549 -1.58540 -0.05 -0.58 -0.32
H 0.18338 -2.90053 -0.38869 0.66 0.44 0.02
H 1.32664 -1.34270 2.06961 -0.10 0.09 -1.02
H -0.17969 0.50616 2.81416 0.07 0.20 -0.25
H -1.31346 2.11127 -2.07336 0.57 -0.22 0.66
H -2.25243 0.22363 -2.45660 1.59 0.11 1.15
```
Forces are in eV/Å.

Summary:
* SMILES string: CC1=C[C@@H](F)C(F)(F)C1=[PH2]F
* energy above the lowest of the compared OMol25 structures with the same formula, charge and spin: 8.7 kJ/mol
* net charge: 0
* spin multiplicity: 1
* gap between HOMO and LUMO: 0.297 Eh
* lowest unoccupied orbital energy: -0.001 Ha

Atomic partial charges in e from the Löwdin method, atoms 1 to 6: -0.02, -0.28, 0.02, -0.30, 0.05, -0.45

# 6
Formula: C6H7FN4
Source: the OMol25 dataset
Level of theory: ωB97M-V with the def2-TZVPD basis set

Structure (XYZ):
```
18
Properties=species:S:1:pos:R:3:forces:R:3
H 0.30316 0.67877 3.65448 -0.47 0.67 0.28
N 0.08834 -0.07566 3.02339 2.61 0.09 -2.11
C 0.85533 0.02372 1.99470 -0.92 0.49 -1.07
F 1.44108 1.23508 1.38213 -1.12 -1.61 2.16
N 1.30665 -0.92567 1.13459 0.35 0.18 0.22
C 1.03174 -1.45422 0.02257 1.51 -0.58 1.84
C -0.24861 -1.46270 -0.67809 -0.61 1.35 -0.40
C -0.57223 0.01337 -0.85036 -1.00 -0.36 -0.17
N -1.30923 0.45933 0.19701 -0.92 -2.01 1.58
C -0.12848 0.69805 -1.93512 -0.22 0.07 -0.24
C -0.33831 2.09638 -2.15137 0.08 1.60 1.02
N -0.43543 3.26092 -2.13846 -0.05 -1.89 -0.33
H 1.87076 -1.98836 -0.45558 -0.38 0.05 0.22
H -0.03205 -1.90582 -1.61227 -0.35 -0.60 -1.13
H -1.05729 -1.98437 -0.15634 0.26 -0.02 -0.07
H -1.45089 1.43012 0.39110 -0.07 0.28 -0.02
H -1.69345 -0.27224 0.91638 1.22 2.40 -1.97
H 0.36891 0.17332 -2.73875 0.08 -0.11 0.18
```
Forces are in eV/Å.

Summary:
* SMILES string: [H]/N=C(F)/N=C\C/C(N)=C/C#N
* energy above the lowest of the compared OMol25 structures with the same formula, charge and spin: 0.0 kJ/mol
* net charge: 0
* spin multiplicity: 1
* gap between HOMO and LUMO: 0.325 Eh
* lowest unoccupied orbital energy: -0.001 Ha

Atomic partial charges in e from the Löwdin method, atoms 1 to 6: 0.05, 0.13, -0.42, -0.03, 0.15, -0.11